No. 1
C4H8O4 | the ωB97M-V functional and the def2-TZVPD basis

DFT total energy: -458.11971 Eh
Energy above the lowest of the compared OMol25 structures with the same formula, charge and spin: 71.2 kcal/mol
SMILES: C[C@@H]1O[C@H]1C(O)(O)O
Highest occupied orbital energy: -10.37 eV

Structure (XYZ):
```
16
C4H8O4 | the Open Molecules 2025 dataset | the ωB97M-V functional and the def2-TZVPD basis
C -0.4612 -0.4654 0.4954
C 0.2946 0.7286 0.2060
C -1.7477 -0.3339 1.3485
C 1.2479 0.8553 -1.0449
O 0.7620 -0.1964 1.0818
O 0.7696 -0.0815 -2.0117
O 2.5501 0.4971 -0.7045
O 1.2528 2.0246 -1.6780
H -0.5569 -1.2981 -0.1336
H 0.0469 1.6537 0.6380
H -1.5940 0.5560 2.0574
H -1.9470 -1.3426 1.7842
H -2.5035 -0.0694 0.6790
H 1.5214 -0.4386 -2.4946
H 2.3818 0.0488 0.1707
H 1.7112 2.6806 -1.1628
```

***

No. 2
C53H66BF2N4O9P | the ωB97M-V functional and the def2-TZVPD basis

DFT total energy: -3520.99160 Eh
Energy above the lowest of the compared OMol25 structures with the same formula, charge and spin: 122.3 kcal/mol
SMILES: C=C[C@](C)(N(CCN)CCOC(C)=O)[C@@](CC(=O)F)(O[C@@](CCCCN)(B(N)O)P(CC)CC)[C@@H](F)CC.O=C1c2ccccc2C(=O)c2ccccc21.O=C1c2ccccc2C(=O)c2ccccc21
Highest occupied orbital energy: -7.37 eV

Structure (XYZ):
```
136
C53H66BF2N4O9P | the Open Molecules 2025 dataset | the ωB97M-V functional and the def2-TZVPD basis
C 1.4643 -1.2351 0.6401
C 0.7921 -1.6153 1.8442
C -0.6782 -1.0529 2.3264
C -1.2279 -0.4832 0.8842
N -0.4487 -0.0273 3.3037
C 0.8956 0.3701 3.7275
C 1.6776 1.4145 2.7243
N 0.7322 2.2478 1.9066
C -1.5452 0.6481 3.9998
C -2.3771 1.7567 3.1863
O -3.6998 1.8733 3.8375
C -4.4500 2.9276 3.2488
C -5.8359 2.6657 2.4438
O -4.1050 4.1491 3.3523
C -1.5142 -2.4288 2.7468
C -3.0595 -2.3874 2.3011
C -4.0186 -1.2444 2.8368
O -4.5063 -1.1442 3.9977
F -4.5671 -0.2314 1.9361
O -0.8479 -3.4458 2.0247
C -1.3053 -4.5874 1.4058
C 0.0583 -5.4737 1.0552
C 1.2373 -4.6356 0.3916
C 2.2831 -5.5889 -0.4178
C 3.2340 -4.6614 -1.3219
N 2.8598 -4.8118 -2.7824
B -2.1017 -5.7704 2.2477
N -2.2492 -7.1815 1.6629
O -2.7483 -5.5839 3.5171
P -2.2275 -4.5097 -0.2534
C -1.3012 -5.0116 -1.7776
C -1.0181 -3.6612 -2.6700
C -4.0210 -5.0790 -0.1599
C -4.8437 -4.2118 -1.2853
C -1.3310 -2.7750 4.3325
F -2.6172 -3.0897 4.9827
C -0.3207 -3.9156 4.7423
C 1.0085 -3.2737 5.4611
H 2.5138 -0.7750 0.6792
H 0.9798 -1.4474 -0.3893
H 1.3835 -2.3180 2.5549
H -2.3238 -0.1591 0.9219
H -0.6473 0.4682 0.5633
H -1.1871 -1.3066 0.0648
H 1.6017 -0.4794 4.0931
H 0.8513 1.0187 4.6973
H 2.4785 0.8727 2.0857
H 2.2927 2.1739 3.3577
H 1.1486 2.2788 0.9607
H 0.6498 3.2080 2.2677
H -1.2256 1.2415 4.9514
H -2.2123 -0.1689 4.4953
H -2.4237 1.6448 2.0596
H -1.8689 2.7828 3.3892
H -6.5991 2.1102 3.0986
H -6.3064 3.6784 2.1587
H -5.6407 2.1225 1.4377
H -3.2045 -2.3379 1.1479
H -3.6168 -3.3611 2.6087
H 0.3836 -5.8985 2.0888
H -0.1704 -6.3613 0.3743
H 1.8635 -4.1780 1.2545
H 0.7947 -3.8340 -0.2985
H 1.6884 -6.3375 -1.0499
H 2.8959 -6.1803 0.3579
H 4.3469 -4.9457 -1.2231
H 3.1322 -3.5397 -1.0760
H 3.6243 -4.4701 -3.3829
H 2.0824 -4.1414 -2.9313
H -1.8635 -7.7835 2.4270
H -3.2480 -7.4344 1.5932
H -3.2669 -6.3822 3.7682
H -2.0101 -5.6458 -2.4482
H -0.3431 -5.6217 -1.6825
H 0.0075 -3.6855 -3.1837
H -1.2200 -2.7156 -2.0569
H -1.7951 -3.6405 -3.5342
H -4.5614 -4.8727 0.8289
H -4.1311 -6.1781 -0.5112
H -4.7648 -4.6730 -2.3294
H -4.5325 -3.0939 -1.2611
H -5.9437 -4.2340 -0.9529
H -0.9791 -1.8564 4.9514
H 0.0638 -4.6604 3.9878
H -0.8131 -4.5368 5.5922
H 0.7486 -2.4520 6.2114
H 1.7762 -2.9792 4.6668
H 1.4671 -4.1629 6.0526
C -2.9503 7.6099 1.6882
C -2.2960 6.4070 1.9462
C -1.0225 6.1835 1.4333
C -0.4030 7.1579 0.6502
C -1.0678 8.3525 0.3716
C -2.3391 8.5818 0.9021
C -0.4425 9.3737 -0.4983
O -1.0206 10.4199 -0.7398
C 0.8924 9.1019 -1.0782
C 1.4701 10.0300 -1.9465
C 2.7300 9.7892 -2.4858
C 3.4210 8.6260 -2.1530
C 2.8464 7.6963 -1.2927
C 1.5762 7.9284 -0.7613
C 0.9588 6.9165 0.1247
O 1.5621 5.8946 0.4132
H -3.9404 7.7876 2.0962
H -2.7768 5.6429 2.5486
H -0.5160 5.2462 1.6421
H -2.8562 9.5149 0.7002
H 0.9388 10.9402 -2.2078
H 3.1750 10.5099 -3.1648
H 4.4070 8.4419 -2.5683
H 3.3879 6.7895 -1.0409
C 3.5218 -2.8080 -7.2574
C 4.0083 -1.9621 -8.2520
C 4.2094 -0.6123 -7.9819
C 3.9124 -0.1014 -6.7176
C 3.4025 -0.9434 -5.7293
C 3.2184 -2.3013 -5.9984
C 3.0368 -0.4044 -4.3997
O 2.5941 -1.1405 -3.5338
C 3.2081 1.0423 -4.1400
C 2.8137 1.5749 -2.9108
C 2.9832 2.9319 -2.6531
C 3.5551 3.7592 -3.6173
C 3.9441 3.2334 -4.8450
C 3.7622 1.8751 -5.1120
C 4.1463 1.3325 -6.4342
O 4.6429 2.0567 -7.2805
H 3.3738 -3.8630 -7.4661
H 4.2330 -2.3557 -9.2383
H 4.5936 0.0406 -8.7596
H 2.8344 -2.9650 -5.2297
H 2.3700 0.9353 -2.1535
H 2.6710 3.3451 -1.6987
H 3.6937 4.8164 -3.4131
H 4.3847 3.8844 -5.5939
```

***

No. 3
H8N6 | the ωB97M-V functional and the def2-TZVPD basis

DFT total energy: -333.16026 Eh
Energy above the lowest of the compared OMol25 structures with the same formula, charge and spin: 21.7 kcal/mol
SMILES: [H]/N=N/NN.NN
Highest occupied orbital energy: -8.64 eV

Structure (XYZ):
```
14
H8N6 | the Open Molecules 2025 dataset | the ωB97M-V functional and the def2-TZVPD basis
N 1.9196 -0.3834 -0.7485
N -1.5666 -0.1820 1.4589
N -1.5928 1.8523 -1.2516
N 1.6220 -1.2874 0.3705
N -1.9099 0.7400 0.5529
N -1.0907 1.0594 -0.3838
H 2.1002 0.5452 -0.3764
H 2.8503 -0.5662 -1.1410
H -1.6501 -1.0536 1.0483
H -0.5328 -0.0350 1.4530
H -0.8372 1.9723 -2.0778
H 2.6558 -1.6315 0.5861
H 0.9568 -2.0290 0.0656
H -2.9246 0.9989 0.4439
```

***

No. 4
C24H31N3O6S | the ωB97M-V functional and the def2-TZVPD basis

DFT total energy: -1947.09905 Eh
Energy above the lowest of the compared OMol25 structures with the same formula, charge and spin: 21.4 kcal/mol
SMILES: CCOc1cc(NC(=O)c2cccs2)c(OCC)cc1NC(=O)CCC(=O)NC[C@@H]1CCCO1
Highest occupied orbital energy: -7.66 eV

Structure (XYZ):
```
65
C24H31N3O6S | the Open Molecules 2025 dataset | the ωB97M-V functional and the def2-TZVPD basis
C -2.5641 2.9248 -0.5190
H -2.0582 2.3882 0.2795
H -3.6297 2.7202 -0.4517
H -2.4011 3.9910 -0.3840
C -2.0321 2.5112 -1.8845
H -2.5437 3.0749 -2.6691
O -2.2905 1.1491 -2.2263
C -1.6217 0.1856 -1.4926
C -2.0787 -0.2434 -0.2561
C -1.3969 -1.2300 0.4397
C -0.2592 -1.8328 -0.1289
C 0.1814 -1.4260 -1.3742
C -0.4810 -0.4085 -2.0516
N -0.0435 0.0960 -3.2762
C 1.1012 -0.1780 -3.9483
O 1.8842 -1.0595 -3.6570
C 1.3806 0.8035 -5.0756
H 1.7545 0.2624 -5.9452
H 0.4875 1.3637 -5.3505
C 2.4673 1.7635 -4.5648
C 2.0221 2.4094 -3.2592
O 1.1570 3.2632 -3.2131
N 2.6867 1.9821 -2.1635
H 3.2275 1.1323 -2.2032
C 2.4245 2.5261 -0.8522
H 3.3745 2.6278 -0.3204
H 1.9750 3.5111 -1.0024
C 1.4647 1.6717 -0.0174
H 0.5807 1.4375 -0.6262
C 1.0461 2.3591 1.2855
H 0.1758 2.9953 1.1517
C 0.7897 1.1659 2.1998
H 0.8739 1.4077 3.2566
C 1.8769 0.1977 1.7374
H 1.5998 -0.8504 1.8686
O 2.0785 0.4416 0.3537
H 2.8181 0.3834 2.2748
H -0.1994 0.7508 2.0063
H 1.8728 2.9611 1.6678
H 3.3976 1.2147 -4.4195
H 2.6257 2.5552 -5.2986
H -0.6412 0.8396 -3.6196
H 1.0528 -1.8584 -1.8318
O 0.3364 -2.8001 0.6288
C 1.5319 -3.3929 0.1491
C 2.0233 -4.3563 1.2180
H 2.2214 -3.8213 2.1433
H 1.2704 -5.1160 1.4116
H 2.9373 -4.8385 0.8845
H 2.2800 -2.6135 -0.0419
H 1.3326 -3.9298 -0.7870
N -1.7866 -1.6830 1.7034
C -2.5863 -1.0521 2.6056
O -3.1230 0.0252 2.4188
C -2.7636 -1.7821 3.8707
C -3.5531 -1.3724 4.9109
C -3.5407 -2.2638 5.9999
C -2.7422 -3.3421 5.7810
S -1.9895 -3.2929 4.2410
H -2.5465 -4.1711 6.4321
H -4.1000 -2.1125 6.9054
H -4.1174 -0.4585 4.8735
H -1.3022 -2.5241 1.9899
H -2.9625 0.1940 0.1755
H -0.9562 2.7233 -1.9527
```